72
Properties=species:S:1:pos:R:3:forces:R:3:lowdin_spin:R:1 method="wB97M-V/def2-TZVPD" multiplicity=5 s_squared=6.11 mol_weight_da=609.6 homo_ev="-6.4056 / -7.0062"
C -0.3670 -1.4004 3.4970 0.0 0.0 0.0 0.00
H -0.1632 -7.6675 1.1927 0.0 0.0 0.0 0.00
H 2.6747 -3.1675 -0.5913 0.0 0.0 0.1 0.00
H -2.4424 2.7004 -2.0403 0.0 0.0 0.0 0.00
O 1.4560 -0.0734 2.6958 -0.1 -0.2 -0.3 0.03
C -0.6750 -6.7352 1.4059 0.0 0.0 0.0 0.00
H -0.2383 -2.9551 -5.1389 0.0 0.0 0.0 0.00
H -1.9578 1.0564 -0.3974 0.0 0.0 0.0 0.00
H 1.4585 -6.6075 -0.0502 0.0 0.0 0.0 0.00
H -2.3029 -3.3202 -3.7858 0.0 0.0 0.0 0.00
H 4.0875 0.4849 0.6941 0.0 -0.1 -0.1 0.01
C 3.6151 -2.7042 1.7582 0.0 0.0 0.0 0.10
C 0.1899 0.8317 -2.7306 -0.1 0.1 0.1 0.01
C -0.2021 -2.9299 -4.0564 0.0 0.0 0.0 0.00
C 4.1288 -1.4885 1.4830 0.1 -0.1 0.0 0.01
H -3.5918 -1.9425 5.5379 0.0 0.0 0.0 0.00
N 1.8528 -2.3470 3.4081 -0.2 0.0 -0.2 0.01
H -2.0901 -7.6702 2.7160 0.0 0.0 0.0 0.00
C -2.6226 -0.7958 3.9979 0.0 0.0 0.0 0.00
C -2.4172 -5.5548 2.5596 0.0 0.0 0.0 0.00
C -2.6816 -1.7957 4.9697 0.0 0.0 0.0 0.00
H 0.9173 1.9398 1.3623 -0.1 0.0 0.0 0.00
C -1.7601 -6.7389 2.2701 0.0 0.0 0.0 0.00
H 3.2393 -2.7503 -2.2082 0.0 0.0 0.0 0.00
C -1.7491 0.7265 -1.4126 0.0 0.1 -0.1 0.01
C 2.1848 -2.9815 2.0817 0.3 0.3 -0.1 0.01
C 0.9597 -5.6414 -0.1360 -0.1 0.0 0.1 0.00
C -0.5263 2.1469 -2.9543 -0.1 0.0 0.0 0.00
H -3.4928 -0.1759 3.8200 0.0 0.0 0.0 0.00
C -1.9711 -4.3774 1.9785 0.1 -0.1 0.0 0.00
P -0.4072 -2.6749 0.5777 0.3 -0.5 0.3 0.03
C -1.4658 -0.5851 3.2624 0.0 0.0 0.1 0.00
H -0.0441 0.1008 -3.5071 0.0 -0.1 0.0 0.00
C -1.5779 -2.5916 5.2277 0.1 -0.1 0.1 0.00
C 1.1089 -2.6767 -2.0126 0.1 -0.1 0.1 0.00
C 2.2224 0.2628 1.5577 1.1 0.6 1.2 -0.03
H 4.2964 -3.5495 1.7891 0.0 0.1 0.0 0.01
C 3.5039 -0.2099 1.2922 -0.4 0.0 -0.1 0.16
O 1.6820 -2.9111 5.8859 0.0 0.0 0.0 0.00
O -0.3502 0.3786 -1.4749 0.2 -0.2 0.0 0.03
C -1.2701 -3.0654 -1.9255 0.0 0.0 0.0 0.00
S 1.1134 -3.2178 4.6094 0.0 0.0 0.0 0.00
H -0.0692 2.9182 -2.3338 0.0 0.0 0.0 0.00
H -2.1730 -3.1995 -1.3362 0.0 0.0 0.0 0.00
H -1.5983 -3.3573 5.9968 0.0 0.1 -0.1 0.00
C -1.3530 -3.1265 -3.3028 0.0 0.0 0.0 0.00
H 1.2691 0.9154 -2.6201 0.0 0.0 0.1 0.00
H 5.1949 -1.4830 1.2708 0.0 0.1 0.0 0.00
O 1.0063 -4.5967 4.2147 0.0 0.0 0.0 0.00
C -0.4359 -2.3746 4.4746 0.1 0.1 -0.2 0.00
H 2.2812 1.9015 0.1723 0.0 -0.2 -0.2 0.00
H 1.9760 -4.0478 2.1072 -0.1 -0.1 0.0 0.00
Cr 0.8215 -0.4772 0.0772 -0.6 0.3 -1.8 3.65
H -2.4786 -3.4435 2.1972 0.0 0.0 0.0 0.00
H 1.9014 -2.5856 -3.9983 0.0 0.0 0.0 0.00
H -2.3412 -0.1622 -1.6262 0.0 -0.1 0.0 0.00
H 0.6335 -5.5190 -1.1717 0.0 0.0 0.0 0.00
C -0.2096 -5.5651 0.8122 0.0 0.0 0.0 0.00
C 1.6110 1.3209 0.8001 0.0 0.1 0.6 -0.07
C 0.9388 -1.3857 2.7502 0.0 -0.2 -0.1 0.01
C 2.5009 -2.5162 -1.4405 -0.2 0.0 -0.1 0.02
H -3.2651 -5.5434 3.2334 0.0 0.0 0.0 0.00
H 1.6912 -4.8615 0.0704 0.0 0.0 0.0 0.00
C 1.1085 -2.1068 1.3706 -0.4 -0.1 0.7 -0.03
C 0.9991 -2.7125 -3.4085 0.0 0.0 0.0 0.00
H -1.4048 0.2087 2.5283 0.0 0.0 0.0 0.00
H -0.4961 2.4660 -3.9950 0.0 0.0 0.0 0.00
H -2.5620 1.4580 -3.2859 0.0 0.0 0.0 0.00
C -0.0584 -2.8514 -1.2462 -0.1 0.1 0.0 0.00
C -1.9501 1.8281 -2.4643 0.1 0.0 0.0 0.00
C -0.8685 -4.3634 1.1188 -0.2 0.1 0.0 0.01
H 2.7212 -1.5006 -1.0912 0.0 0.0 0.0 0.01

***

76
Properties=species:S:1:pos:R:3:forces:R:3:mulliken_charge:R:1 method="wB97M-V/def2-TZVPD" charge=+1 mol_weight_da=828.7 homo_ev="-10.5685 / -10.5610" de_lowest_kj_mol=0.00
H 5.2365 -2.1157 -5.6402 0.0 0.0 0.0 0.36
H 3.8798 0.8536 0.0860 0.0 0.0 0.0 0.54
H 1.4161 2.1296 3.1998 0.0 0.0 0.0 0.35
Ru -0.8800 0.3314 -0.6082 1.6 1.4 -0.7 0.17
I -3.0078 1.5363 -1.5801 -0.5 -0.5 -0.2 0.41
C -4.2955 -0.0135 -1.1172 -0.1 -0.1 0.0 1.05
H 6.5420 -1.5110 -4.6211 0.0 0.0 0.0 0.31
C -0.8128 3.7769 -1.1374 -0.1 0.1 0.0 0.00
C 5.7000 -2.2054 -4.6590 0.0 0.0 0.0 -1.50
H 1.5794 6.1663 -1.1162 0.0 0.0 0.0 0.47
H -3.9324 -0.1223 3.9685 0.0 0.0 0.0 0.43
H 3.7642 5.0796 -0.5915 0.0 0.0 0.0 0.43
H -0.7659 0.2583 5.5096 -0.1 0.0 0.0 0.43
H -0.8159 -2.0289 1.1528 0.0 0.0 0.1 0.77
C 1.2156 2.8096 -0.7179 0.2 -0.1 0.1 0.19
H 4.3418 -2.2497 -0.1959 0.0 0.0 0.0 0.55
C -5.8537 -2.1486 -0.4320 -0.1 0.0 0.0 -1.04
C -3.6694 -1.0436 -0.3987 0.1 0.0 -0.1 0.93
O 0.5490 -1.7337 -0.4293 0.0 0.2 -0.1 -0.91
C -0.2437 5.0589 -1.2318 0.0 -0.1 0.0 -1.28
H -6.0263 0.8078 -2.0632 0.0 0.0 0.0 0.46
C -4.4922 -2.1400 -0.0439 0.0 0.0 0.0 0.88
C -2.6334 -3.1485 1.0982 -0.1 -0.1 -0.1 -1.49
C 3.5240 -1.2413 -3.8312 0.0 0.0 0.0 -1.09
C 2.9322 -1.3236 -1.5207 0.0 0.1 0.0 -0.25
S -1.0985 1.4535 1.5358 0.1 0.0 0.6 -0.32
H -2.3893 -2.3408 3.5953 0.0 0.0 0.0 0.51
H 2.2613 0.6317 3.6603 0.0 0.0 0.0 0.43
C 3.3061 1.7327 -0.1698 -0.1 0.0 0.0 -0.80
C -1.8310 -2.0298 0.7882 0.1 0.3 0.0 0.24
C -0.9383 0.4293 2.9387 -0.1 0.0 -0.1 0.40
H 5.0212 3.0199 -0.0528 0.0 0.0 0.0 0.44
C 3.2678 4.1188 -0.5411 0.0 0.0 0.0 -1.04
C -2.2881 -1.0082 -0.0119 -0.4 -0.2 0.5 -0.34
O 2.4813 -1.1631 1.0194 0.0 0.0 -0.1 -0.82
H -7.4415 -1.1358 -1.4297 0.0 0.0 0.0 0.42
N -0.1349 2.6737 -0.9064 -0.3 -0.4 -0.1 0.61
C -1.2308 -0.8328 -3.3321 -0.2 0.0 0.2 -0.22
N -1.9598 -0.3305 3.3625 0.1 0.0 0.0 0.23
H 6.1030 -3.2133 -4.5582 0.0 0.0 0.0 0.39
N 1.2042 0.4833 -0.4376 -0.3 -0.5 0.2 1.11
H 3.2939 -0.9533 -4.8502 0.0 0.0 0.0 0.37
C -5.6025 -0.0108 -1.4957 0.1 0.1 0.0 -0.60
C 3.9567 2.9793 -0.2422 0.0 0.0 0.0 -1.05
H 1.6901 -0.4397 -3.0280 0.0 0.0 0.0 0.44
C -1.7675 -1.5890 4.0800 0.0 0.1 0.0 -1.42
H -3.7518 -0.7214 2.3099 0.0 0.0 0.0 0.30
H -4.5564 -4.0627 0.9375 0.0 0.0 0.0 0.42
H -0.8856 5.9043 -1.4342 0.0 0.0 0.0 0.46
C 4.1205 -1.9758 -1.2190 0.0 0.0 0.0 -0.34
C 2.6239 -0.9485 -2.8216 0.0 0.0 0.0 -0.34
H -2.0691 -1.5178 5.1263 0.0 0.0 0.0 0.38
C 0.2342 0.2725 5.0943 0.0 0.0 -0.1 -1.28
H -0.7233 -1.0373 -4.2887 0.0 0.0 0.0 0.37
C 1.9547 1.6433 -0.4220 -0.1 0.1 0.0 -0.48
H -1.8848 3.7102 -1.2469 0.0 0.0 0.0 0.33
H 0.7582 -0.6453 5.3615 0.0 0.0 0.0 0.35
C 5.0028 -2.2666 -2.2445 0.0 0.0 0.0 -0.78
H -2.1954 -3.9621 1.6626 0.0 0.0 0.0 0.56
C -3.3538 -0.0261 3.0479 0.0 0.0 0.1 -0.98
C 1.8754 4.0540 -0.7753 0.0 0.0 0.0 0.87
H 0.7710 1.1174 5.5255 0.0 0.0 0.0 0.44
C 1.0991 5.1976 -1.0555 0.0 0.0 0.0 -0.71
C 4.7205 -1.9038 -3.5609 0.0 0.0 0.0 0.97
C 1.4246 1.0433 3.0988 0.0 0.0 0.0 -0.99
H 1.5416 0.7678 2.0593 0.0 0.1 0.1 0.26
H -0.7288 -1.9028 4.0174 0.0 0.0 0.0 0.38
C -6.4004 -1.1149 -1.1375 0.0 -0.1 0.1 -0.72
H -6.4605 -3.0027 -0.1568 0.0 0.0 0.0 0.43
O -2.3571 -1.2241 -3.1067 0.2 0.1 0.0 -0.46
N 0.1945 0.4653 3.6436 0.0 0.0 0.0 0.18
H 5.9278 -2.7841 -2.0202 0.0 0.0 0.0 0.40
H -3.4383 0.9884 2.6757 0.0 0.0 0.0 0.33
S 1.7953 -0.9796 -0.2308 -0.2 -0.4 -0.1 1.45
O -0.4607 -0.1359 -2.5382 0.1 0.1 -0.1 -0.13
C -3.9332 -3.2105 0.6947 0.1 0.0 0.0 -0.83